94
Properties=species:S:1:pos:R:3:mulliken_charge:R:1 method="wB97M-V/def2-TZVPD" homo_energy_ev="-8.0 / -8.0" charge=0 lumo_energy_ev="-0.349 / -0.348" e_above_lowest_ev=2.3903
Pt -0.533 0.709 0.876 1.8961
C -1.511 4.258 1.086 -1.2533
C -2.602 3.232 1.080 0.4304
C -4.002 3.398 1.114 -1.3535
C -4.534 2.125 1.071 0.7700
C -5.968 1.698 1.075 -1.3734
N -3.508 1.252 1.016 0.5724
N -2.335 1.934 1.023 -0.1141
B -3.515 -0.313 0.940 -0.4865
N -2.706 -0.883 2.151 1.7595
N -1.869 -0.020 2.809 -0.8242
C -1.784 -0.427 4.065 0.4008
C -1.041 0.357 5.098 -1.7119
C -2.560 -1.593 4.236 -1.2325
C -3.122 -1.846 3.004 0.6119
C -3.992 -2.981 2.567 -1.3000
N -2.892 -0.699 -0.453 1.2429
N -1.962 0.183 -0.912 -0.0600
C -2.108 0.287 -2.218 0.0625
C -1.412 1.344 -3.016 -1.2203
C -3.112 -0.612 -2.648 -1.2253
C -3.590 -1.204 -1.499 0.5511
C -4.649 -2.248 -1.341 -1.4159
H -1.933 5.264 1.066 0.3938
H -0.854 4.133 0.225 0.1465
H -0.879 4.161 1.968 0.2368
H -4.551 4.328 1.172 0.4855
H -6.608 2.576 1.157 0.3733
H -6.181 1.031 1.915 0.2632
H -6.227 1.167 0.155 0.2404
H -4.655 -0.700 0.988 -0.2509
H -0.689 1.295 4.672 0.3762
H -0.186 -0.196 5.494 0.2664
H -1.706 0.586 5.932 0.4229
H -2.689 -2.169 5.142 0.4539
H -4.170 -3.654 3.404 0.4120
H -3.508 -3.544 1.764 0.1685
H -4.955 -2.627 2.188 0.2541
H -0.803 1.972 -2.366 0.1281
H -2.161 1.977 -3.493 0.4257
H -0.787 0.922 -3.811 0.2640
H -3.455 -0.773 -3.661 0.4807
H -5.016 -2.549 -2.321 0.4105
H -5.493 -1.878 -0.754 0.2477
H -4.252 -3.128 -0.831 0.2221
F 1.227 2.467 0.913 -0.6968
B 2.345 3.394 1.055 0.3591
F 2.009 4.358 2.001 -0.3462
F 2.575 3.959 -0.224 -0.3917
F 3.473 2.637 1.455 -0.4338
C 0.613 -2.245 2.434 -1.2491
Si 1.191 -0.584 1.773 0.4920
C 1.885 0.438 3.170 -1.1318
C 2.721 -1.006 0.726 0.7077
H 1.468 -2.934 2.490 0.5599
H -0.152 -2.700 1.795 0.2445
H 0.196 -2.147 3.439 0.2828
H 2.470 -0.211 3.837 0.3487
H 1.122 0.944 3.760 0.1343
H 2.547 1.202 2.756 0.3108
H 3.460 -1.590 1.283 0.7788
H 3.226 -0.048 0.434 -0.8561
H 2.443 -1.612 -0.158 -0.6754
C 1.816 1.156 -1.785 0.1681
Si 2.926 -0.315 -1.698 -0.0343
C 4.727 0.102 -2.049 2.2251
C 5.200 1.157 -1.031 -1.9861
C 5.626 -1.144 -1.920 -1.9174
C 4.813 0.686 -3.463 -1.7427
C 2.135 -1.790 -2.586 2.0861
C 2.376 -1.608 -4.088 -2.1078
C 0.625 -1.758 -2.284 -1.5312
C 2.680 -3.167 -2.138 -1.6005
H 1.522 1.288 -2.833 0.5186
H 2.292 2.071 -1.425 0.4061
H 0.910 0.973 -1.172 -0.8885
H 5.178 0.789 -0.004 0.4744
H 4.604 2.070 -1.058 0.3940
H 6.236 1.426 -1.260 0.5727
H 5.585 -1.571 -0.913 0.3343
H 6.666 -0.860 -2.115 0.5008
H 5.356 -1.925 -2.637 0.3470
H 4.147 1.545 -3.595 0.3576
H 4.588 -0.049 -4.237 0.3376
H 5.839 1.035 -3.616 0.5548
H 2.087 -0.611 -4.439 0.3769
H 1.769 -2.342 -4.626 0.5136
H 3.423 -1.769 -4.360 0.4311
H 0.137 -0.906 -2.761 -0.1108
H 0.406 -1.701 -1.213 -0.0764
H 0.162 -2.670 -2.676 0.7254
H 3.759 -3.260 -2.283 0.2570
H 2.191 -3.956 -2.718 0.5255
H 2.464 -3.366 -1.085 0.3030



137
Properties=species:S:1:pos:R:3:mulliken_charge:R:1 method="wB97M-V/def2-TZVPD" homo_energy_ev=-5.2 charge=-1 lumo_energy_ev=0.089
C -3.913 2.255 0.126 -0.9284
C -2.828 1.344 -0.428 -0.3780
C -1.422 1.610 0.137 -0.7613
C -1.332 1.671 1.669 0.5036
C -1.162 0.216 2.183 -1.6831
Al 0.220 2.707 2.404 -0.0485
Cl 2.043 1.387 2.636 -0.4639
P 0.739 4.699 1.242 0.7618
O 0.312 4.769 -0.170 -0.6799
O 2.389 4.870 1.256 -0.5635
O 0.156 6.043 1.992 -0.5158
H -4.132 1.937 1.143 0.2557
H -3.589 3.287 0.205 0.2800
H -4.838 2.138 -0.427 0.1635
H -3.113 0.297 -0.355 0.2503
H -2.766 1.550 -1.499 0.3433
H -0.803 0.771 -0.177 0.1828
H -1.045 2.504 -0.355 0.4318
H -2.237 2.038 2.147 0.3800
H -0.986 0.192 3.255 0.3514
H -0.321 -0.239 1.668 0.2231
H -2.039 -0.376 1.922 0.3831
H -0.155 3.134 3.894 -0.1390
H 2.718 4.536 2.107 0.3058
H 0.611 6.126 2.846 0.3150
C 2.487 3.163 9.254 -0.5735
C 1.152 2.791 9.348 -0.4052
C 0.249 3.192 8.376 -0.4692
C 0.701 3.960 7.319 0.0783
C 2.025 4.339 7.211 -0.3948
C 2.922 3.938 8.187 -0.4009
N -0.251 4.375 6.278 1.1255
O -1.411 4.033 6.407 -0.6296
O 0.184 5.021 5.349 -0.5155
H 3.190 2.846 10.013 0.3854
H 0.813 2.187 10.178 0.3786
H -0.790 2.907 8.444 0.4796
H 2.362 4.939 6.378 0.5418
H 3.956 4.221 8.117 0.4931
C -5.168 0.332 -6.339 -0.5576
C -5.460 1.556 -5.750 -0.4256
C -5.875 1.611 -4.429 -0.4011
C -5.989 0.432 -3.716 0.0510
C -5.710 -0.794 -4.288 -0.4305
C -5.296 -0.841 -5.609 -0.1542
N -6.402 0.484 -2.306 1.0789
O -6.646 1.574 -1.827 -0.6312
O -6.461 -0.568 -1.697 -0.6194
H -4.833 0.292 -7.367 0.4099
H -5.357 2.470 -6.318 0.3691
H -6.098 2.560 -3.965 0.4600
H -5.804 -1.704 -3.714 0.4749
H -5.066 -1.790 -6.065 0.3868
C 2.896 10.122 9.789 -0.4247
C 4.280 10.225 9.825 -0.4731
C 5.064 9.229 9.267 -0.4072
C 4.443 8.143 8.678 0.0567
C 3.066 8.020 8.638 -0.1046
C 2.290 9.021 9.200 -0.5863
N 5.264 7.092 8.066 1.0377
O 6.477 7.203 8.128 -0.6571
O 4.681 6.172 7.531 -0.6363
H 2.286 10.905 10.221 0.3749
H 4.750 11.083 10.285 0.3810
H 6.141 9.305 9.292 0.4706
H 2.598 7.162 8.177 0.4892
H 1.212 8.941 9.175 0.4014
C 10.568 5.964 8.279 -0.6021
C 11.813 5.792 8.869 -0.3396
C 11.970 5.992 10.231 -0.4548
C 10.870 6.361 10.983 0.1148
C 9.624 6.543 10.410 -0.4548
C 9.475 6.343 9.047 -0.2382
N 11.028 6.556 12.431 0.9987
O 12.139 6.409 12.904 -0.6084
O 10.038 6.852 13.074 -0.6076
H 10.448 5.802 7.216 0.4057
H 12.663 5.498 8.269 0.3756
H 12.936 5.860 10.694 0.4416
H 8.776 6.835 11.012 0.4786
H 8.508 6.479 8.585 0.5398
C 3.279 -2.968 3.569 -0.5892
C 2.502 -2.205 2.708 0.0301
C 2.019 -2.764 1.535 -0.4744
C 2.323 -4.083 1.247 0.0868
C 3.101 -4.855 2.092 -0.4621
C 3.581 -4.288 3.260 -0.3094
N 1.799 -4.692 0.015 1.0384
O 1.135 -3.996 -0.726 -0.6087
O 2.061 -5.866 -0.193 -0.6332
H 3.651 -2.529 4.486 0.4013
H 2.270 -1.176 2.950 0.1426
H 1.415 -2.172 0.863 0.5736
H 3.331 -5.881 1.849 0.4286
H 4.190 -4.879 3.932 0.3586
C -2.294 -6.424 -4.512 -0.5647
C -1.066 -5.958 -4.969 -0.5097
C -1.006 -4.827 -5.765 -0.3717
C -2.184 -4.175 -6.088 -0.1143
C -3.413 -4.629 -5.645 -0.0936
C -3.465 -5.762 -4.852 -0.8367
N -2.121 -2.963 -6.915 1.1223
O -1.031 -2.601 -7.312 -0.6243
O -3.166 -2.381 -7.154 -0.6270
H -2.338 -7.307 -3.888 0.4245
H -0.155 -6.475 -4.701 0.4090
H -0.055 -4.461 -6.121 0.4898
H -4.324 -4.116 -5.908 0.4833
H -4.412 -6.122 -4.500 0.7555
C -5.516 -10.627 -9.307 -0.6073
C -5.528 -10.962 -7.957 -0.4244
C -5.495 -9.967 -6.995 -0.4990
C -5.455 -8.646 -7.405 -0.0817
C -5.440 -8.297 -8.742 -0.2101
C -5.468 -9.295 -9.699 -0.2170
N -5.430 -7.578 -6.400 1.0801
O -5.412 -7.898 -5.226 -0.6274
O -5.424 -6.431 -6.808 -0.5458
H -5.544 -11.408 -10.055 0.3952
H -5.564 -12.000 -7.655 0.3752
H -5.500 -10.221 -5.945 0.4595
H -5.404 -7.262 -9.043 0.5488
H -5.455 -9.038 -10.742 0.4028
C -1.812 -4.264 -13.346 -0.4545
C -2.387 -4.344 -12.085 -0.5418
C -3.428 -5.229 -11.853 -0.3550
C -3.873 -6.024 -12.894 0.2060
C -3.316 -5.954 -14.158 -0.4560
C -2.278 -5.065 -14.380 -0.4028
N -4.962 -6.977 -12.644 1.0240
O -5.441 -7.002 -11.524 -0.6256
O -5.320 -7.693 -13.559 -0.6068
H -0.996 -3.576 -13.522 0.3826
H -2.025 -3.719 -11.281 0.4522
H -3.878 -5.293 -10.874 0.5422
H -3.680 -6.580 -14.958 0.4442
H -1.829 -4.998 -15.362 0.3708



71
Properties=species:S:1:pos:R:3:mulliken_charge:R:1 method="wB97M-V/def2-TZVPD" homo_energy_ev="-3.8 / -3.8" charge=-1 lumo_energy_ev="2.666 / 2.662"
Re -0.089 0.775 -0.183 2.2684
C 1.819 -4.112 -4.607 -1.6410
C 1.665 -3.214 -3.405 0.4973
C 2.465 -3.365 -2.289 -1.0752
C 2.320 -2.527 -1.196 -0.7871
C 1.353 -1.520 -1.142 0.1945
N 1.205 -0.684 -0.071 0.4744
C 1.675 -0.799 1.232 0.1112
C 1.723 -2.014 1.901 -0.2782
C 2.142 -2.123 3.218 -1.1242
C 2.498 -0.995 3.928 0.3809
C 2.937 -1.077 5.367 -1.6904
C 2.377 0.249 3.307 -0.7185
C 1.969 0.411 1.992 0.0126
C 1.879 1.881 1.372 1.7808
O 0.608 2.196 0.948 -0.7097
C 3.000 2.046 0.271 0.3071
F 2.945 1.246 -0.794 -0.1498
F 4.221 1.818 0.825 -0.3035
F 3.085 3.304 -0.197 -0.2695
C 2.254 3.006 2.403 0.2020
F 2.196 4.242 1.897 -0.2429
F 1.421 3.002 3.465 -0.2461
F 3.496 2.893 2.928 -0.2510
C 0.549 -1.290 -2.372 -0.4957
C 0.748 -2.164 -3.432 -0.7075
C -0.535 -0.113 -2.501 2.7354
O 0.052 1.109 -2.141 -1.1540
C -1.145 0.012 -3.957 0.1737
F -2.035 0.998 -4.143 -0.2025
F -1.804 -1.110 -4.358 -0.2546
F -0.176 0.211 -4.879 -0.2875
C -1.902 -0.522 -1.666 0.4079
F -1.799 -0.713 -0.151 -0.1420
F -2.406 -1.658 -2.099 -0.3920
F -3.252 0.563 -2.010 -0.4933
H 2.338 -5.035 -4.345 0.4038
H 2.388 -3.611 -5.394 0.2922
H 0.843 -4.393 -5.008 0.3578
H 3.230 -4.132 -2.255 0.3636
H 2.998 -2.634 -0.359 0.5205
H 1.388 -2.899 1.375 0.6376
H 2.165 -3.104 3.680 0.3532
H 3.264 -2.086 5.622 0.4063
H 2.118 -0.802 6.035 0.2883
H 3.779 -0.407 5.554 0.3646
H 2.610 1.112 3.909 0.4900
H 0.180 -2.044 -4.340 0.5052
C -2.973 -1.197 2.039 -1.2575
Ge -3.469 0.372 0.959 0.9427
C -5.360 0.165 0.438 -1.4886
C -3.231 1.993 2.028 -1.2228
C -2.311 0.554 -0.778 -1.1836
H -3.616 -1.242 2.926 0.4353
H -1.939 -1.120 2.348 0.2208
H -3.107 -2.108 1.450 0.3423
H -5.986 0.091 1.331 0.4071
H -5.478 -0.742 -0.160 0.3968
H -5.678 1.028 -0.152 0.3652
H -3.845 1.931 2.930 0.4562
H -3.531 2.869 1.448 0.3181
H -2.181 2.092 2.309 0.2771
H -2.700 1.685 -1.485 0.6034
O -0.552 -0.234 1.179 -0.7439
F 0.565 3.632 -1.240 -0.3005
C -0.590 3.038 -0.833 0.0731
F -1.105 3.703 0.258 -0.3011
C -1.629 3.335 -1.989 0.4824
F -1.822 4.641 -2.195 -0.2931
F -2.935 2.774 -1.608 -0.2350
F -1.284 2.816 -3.138 -0.2076



8
Properties=species:S:1:pos:R:3:mulliken_spin:R:1 method="wB97M-V/def2-TZVPD" multiplicity=3 homo_energy_ev="-12.8 / -15.5" s_squared=2.01 charge=+1 lumo_energy_ev="-5.135 / -10.051" e_above_lowest_ev=3.1743
C 1.210 -0.503 -1.015 0.0160
C -0.421 0.508 -0.068 0.6432
C -0.648 -0.512 0.937 0.0269
N 1.838 0.364 -1.465 0.1074
N 0.064 -0.695 -0.326 0.2330
I -0.431 2.288 -0.881 0.9491
H -0.138 -0.226 1.970 0.0103
H -1.474 -1.225 0.848 0.0141



99
Properties=species:S:1:pos:R:3:mulliken_spin:R:1 method="wB97M-V/def2-TZVPD" multiplicity=2 homo_energy_ev="-13.2 / -13.3" s_squared=1.01 charge=+2 lumo_energy_ev="-7.344 / -5.739" e_above_lowest_ev=0.0000
Fe -0.791 -1.057 -0.918 1.5220
O 1.348 -2.681 -0.823 0.0206
S 1.386 -1.223 -0.628 -0.0788
C 2.386 -0.483 -1.861 0.0121
C 3.347 -1.253 -2.480 -0.0005
C 4.382 -0.662 -3.234 0.0009
C 4.448 0.708 -3.289 0.0003
C 5.434 1.645 -3.937 0.0006
C 4.890 3.072 -3.648 0.0002
C 3.618 2.855 -2.871 -0.0008
C 2.676 3.721 -2.373 0.0035
C 1.517 3.185 -1.778 -0.0146
C 1.315 1.824 -1.594 -0.0032
P -0.399 1.278 -1.380 -0.0586
C -1.116 1.463 -3.039 -0.0133
C -0.251 1.420 -4.141 -0.0280
C -0.747 1.518 -5.430 0.0079
C -2.106 1.679 -5.644 -0.0218
C -2.972 1.720 -4.561 0.0020
C -2.489 1.596 -3.271 -0.0137
C -1.079 2.364 -0.118 -0.0407
C -2.325 2.975 -0.215 -0.0105
C -2.779 3.781 0.819 0.0018
C -1.999 3.972 1.951 -0.0118
C -0.751 3.370 2.047 0.0071
C -0.286 2.575 1.012 -0.0143
C 2.341 0.927 -2.003 -0.0140
C 3.433 1.474 -2.681 -0.0006
C 2.181 -0.680 0.853 -0.0083
C 3.563 -0.578 0.812 -0.0075
C 4.326 -0.116 1.890 -0.0003
C 3.659 0.304 3.011 -0.0029
C 4.169 0.882 4.301 -0.0008
C 2.900 1.165 5.141 0.0022
C 1.759 0.673 4.293 -0.0083
C 0.414 0.606 4.535 -0.0010
C -0.407 0.026 3.553 0.0023
C 0.060 -0.437 2.334 0.0084
P -1.061 -1.397 1.305 -0.1257
C -0.758 -3.118 1.812 -0.0194
C -0.685 -3.359 3.191 -0.0114
C -0.532 -4.648 3.667 0.0001
C -0.442 -5.710 2.776 -0.0001
C -0.499 -5.477 1.413 0.0002
C -0.657 -4.186 0.925 -0.0009
C -2.743 -1.004 1.826 -0.0335
C -3.160 0.323 1.964 0.0018
C -4.487 0.604 2.228 0.0048
C -5.414 -0.428 2.330 -0.0151
C -5.009 -1.744 2.182 0.0040
C -3.674 -2.037 1.936 -0.0110
C 1.453 -0.327 2.033 -0.0190
C 2.255 0.201 3.060 0.0044
H 3.320 -2.326 -2.342 -0.0001
H 5.115 -1.292 -3.717 -0.0002
H 6.432 1.500 -3.522 -0.0001
H 5.510 1.447 -5.007 0.0000
H 5.599 3.667 -3.072 0.0000
H 4.692 3.625 -4.567 0.0000
H 2.771 4.793 -2.479 -0.0004
H 0.729 3.873 -1.496 -0.0020
H 0.814 1.309 -4.009 -0.0068
H -0.065 1.477 -6.268 0.0002
H -2.491 1.767 -6.651 -0.0007
H -4.035 1.838 -4.720 0.0000
H -3.190 1.585 -2.451 -0.0040
H -2.945 2.837 -1.088 -0.0011
H -3.743 4.262 0.736 -0.0006
H -2.357 4.604 2.752 0.0000
H -0.135 3.529 2.921 -0.0003
H 0.696 2.125 1.083 0.0006
H 4.085 -0.853 -0.091 -0.0024
H 5.402 -0.077 1.810 -0.0003
H 4.833 0.170 4.795 -0.0001
H 4.756 1.783 4.120 -0.0001
H 2.921 0.651 6.102 -0.0002
H 2.787 2.228 5.357 -0.0004
H -0.022 0.948 5.464 -0.0004
H -1.463 -0.079 3.779 -0.0026
H -0.757 -2.541 3.893 -0.0016
H -0.485 -4.827 4.732 -0.0005
H -0.320 -6.717 3.150 -0.0001
H -0.412 -6.303 0.721 0.0002
H -0.671 -4.023 -0.132 0.0007
H -2.451 1.135 1.855 -0.0092
H -4.805 1.631 2.345 0.0001
H -6.453 -0.203 2.525 -0.0005
H -5.728 -2.548 2.252 0.0004
H -3.368 -3.068 1.827 -0.0012
N -2.896 -4.319 -2.495 0.0018
C -2.714 -3.100 -1.998 0.0040
O -1.528 -2.612 -1.941 0.0298
C -3.814 -2.327 -1.512 -0.0135
C -3.370 -1.060 -1.188 0.0078
N -2.717 -0.113 -0.984 -0.0111
C -5.110 -2.832 -1.286 0.0014
N -6.146 -3.299 -1.101 -0.0033
H -3.819 -4.711 -2.593 0.0005
H -2.097 -4.853 -2.795 -0.0006